No. 1
Density functional theory data (ωB97M-V with the def2-TZVPD basis set) for a molecular structure, C19H19N3O4S2.

- charge = 0
- relative energy (zero: lowest compared OMol25 entry of this formula, charge and spin) (kJ/mol) = 1962.6
- 2S+1 = 1
- gap between HOMO and LUMO (eV) = 8.0
- E_tot (eV) = -54322.917
- HOMO energy (eV) = -8.242

The geometry in XYZ format:
```
47
C19H19N3O4S2 ωB97M-V with the def2-TZVPD basis set
C -0.297 -1.460 6.478
H -1.055 -1.555 5.630
H 0.021 -0.425 6.373
H -0.538 -1.746 7.425
O 1.047 -2.029 6.181
C 1.534 -1.986 5.105
C 1.066 -1.046 4.231
C 2.045 -1.001 2.839
C 3.113 -1.861 2.637
C 3.369 -2.709 3.570
C 2.700 -3.071 4.763
H 3.091 -3.676 5.558
H 4.302 -3.211 3.422
H 3.504 -1.841 1.660
C 1.675 0.010 1.783
O 1.642 -0.239 0.738
N 0.929 1.294 2.303
C 0.494 2.136 1.487
N 0.000 3.136 1.654
N -0.502 3.890 0.842
C -0.019 3.516 -0.354
S 0.651 1.815 -0.192
C -0.499 4.061 -1.660
C -0.840 3.079 -2.662
H 0.378 2.403 -3.029
H -0.982 3.672 -3.778
S -2.183 2.305 -2.291
O -3.294 2.624 -3.006
O -2.248 1.843 -0.813
C -1.906 0.637 -3.223
C -2.351 0.306 -4.528
C -1.984 -0.720 -5.167
C -1.262 -1.740 -4.667
C -0.649 -1.354 -3.329
C -0.953 -0.267 -2.627
H -0.553 -0.321 -1.802
H 0.161 -2.160 -3.043
C -1.174 -3.047 -5.296
H -1.575 -3.824 -5.008
H 0.071 -3.443 -5.132
H -1.298 -2.789 -6.434
H -2.722 -1.095 -5.952
H -3.080 1.143 -4.742
H -1.377 4.897 -1.378
H 0.467 4.785 -1.878
H 0.832 1.433 3.128
H 0.247 -0.368 4.186
```


No. 2
Density functional theory data (ωB97M-V with the def2-TZVPD basis set) for a single C19H19N3O8 molecule.

- charge = 0
- structure (SMILES) = O=C(O)CCN1C[C@@]2([N+](=O)[O-])C=CC(=O)[C@@]([N+](=O)[O-])(C1)[C@@H]2CC(=O)c1ccccc1
- relative energy (zero: lowest compared OMol25 entry of this formula, charge and spin) (kJ/mol) = 9.7
- 2S+1 = 1
- gap between HOMO and LUMO (eV) = 8.9
- E_tot (eV) = -40856.159
- HOMO energy (eV) = -9.360

The geometry in XYZ format:
```
49
C19H19N3O8 ωB97M-V with the def2-TZVPD basis set
O -5.514 -1.296 0.575
C -5.416 -0.114 0.385
O -5.934 0.487 -0.696
C -4.728 0.869 1.296
C -3.414 0.308 1.877
N -2.316 0.184 0.954
C -2.432 -0.836 -0.053
C -1.032 -1.143 -0.641
N -0.683 -2.579 -0.407
O -1.130 -3.123 0.565
O 0.075 -3.077 -1.208
C -0.982 -0.847 -2.107
C -0.705 0.374 -2.560
C -0.408 1.507 -1.671
O -0.258 2.634 -2.068
C -0.393 1.172 -0.168
N 0.610 2.085 0.492
O 1.679 2.165 -0.057
O 0.291 2.656 1.497
C -1.808 1.412 0.396
C 0.036 -0.288 0.081
C 1.470 -0.556 -0.380
C 2.452 -0.322 0.767
O 2.063 -0.239 1.909
C 3.887 -0.292 0.418
C 4.377 0.184 -0.796
C 5.738 0.189 -1.037
C 6.623 -0.286 -0.082
C 6.144 -0.751 1.132
C 4.787 -0.744 1.385
H -6.420 -0.150 -1.244
H -5.408 1.059 2.128
H -4.570 1.805 0.763
H -3.612 -0.685 2.288
H -3.080 0.960 2.686
H -3.104 -0.543 -0.880
H -2.834 -1.738 0.416
H -1.205 -1.659 -2.784
H -0.702 0.602 -3.615
H -2.452 1.815 -0.406
H -1.741 2.156 1.194
H -0.026 -0.487 1.160
H 1.739 0.058 -1.237
H 1.604 -1.599 -0.684
H 3.710 0.595 -1.537
H 6.113 0.571 -1.975
H 7.684 -0.284 -0.281
H 6.831 -1.113 1.883
H 4.397 -1.095 2.329
```


No. 3
Density functional theory data (ωB97M-V with the def2-TZVPD basis set) for a molecular structure, C19H19N5O2PdS.

- charge = 0
- 2S+1 = 3
- gap between HOMO and LUMO (spin up / spin down) (eV) = 7.8 / 6.2
- E_tot (eV) = -45869.403
- HOMO energy (spin up / spin down) (eV) = -7.378 / -7.348

The geometry in XYZ format:
```
47
C19H19N5O2PdS ωB97M-V with the def2-TZVPD basis set
Pd 0.439 -2.233 -2.272
N 3.931 -3.996 -0.223
C 2.693 -3.454 -0.596
S 2.732 -2.511 -2.116
N 1.675 -3.746 0.151
N 0.448 -3.293 -0.428
C -0.535 -3.180 0.407
C -1.835 -2.634 0.196
C -2.591 -2.679 1.389
C -3.869 -2.182 1.418
C -4.354 -1.623 0.214
C -3.673 -1.638 -0.963
C -2.344 -2.164 -1.045
O -1.664 -2.185 -2.163
H 4.783 -3.502 -0.413
H 3.934 -4.519 0.671
H -0.377 -3.602 1.394
H -2.049 -3.043 2.255
H -4.467 -2.174 2.290
H -5.292 -1.143 0.410
H -4.058 -1.286 -1.921
C 2.373 2.780 1.153
N 1.838 2.423 -0.170
N 0.726 1.555 -0.167
C 0.931 0.600 -1.099
O 0.057 -0.221 -1.458
C 2.285 0.815 -1.630
C 2.759 1.887 -1.029
C 4.152 2.475 -1.171
C -0.551 2.028 0.339
C -0.869 3.354 0.268
C -2.095 3.808 0.717
C -3.081 2.876 1.064
C -2.791 1.500 1.112
C -1.500 1.118 0.704
H 1.616 3.251 1.808
H 3.189 3.567 1.081
H 2.760 1.908 1.665
H 2.845 0.134 -2.277
H 4.642 1.936 -1.926
H 4.713 2.413 -0.229
H 4.096 3.534 -1.463
H -0.212 4.149 -0.021
H -2.463 4.830 0.662
H -4.121 3.225 1.306
H -3.563 0.813 1.446
H -1.264 0.031 0.663
```


No. 4
Density functional theory data (ωB97M-V with the def2-TZVPD basis set) for a molecular structure, C19H19N5O4Ti.

- charge = 0
- relative energy (zero: lowest compared OMol25 entry of this formula, charge and spin) (kJ/mol) = 28.5
- 2S+1 = 3
- gap between HOMO and LUMO (spin up / spin down) (eV) = 5.6 / 8.1
- E_tot (eV) = -58766.968
- HOMO energy (spin up / spin down) (eV) = -5.535 / -8.240

The geometry in XYZ format:
```
48
C19H19N5O4Ti ωB97M-V with the def2-TZVPD basis set
Ti 0.288 -1.102 0.360
C 2.069 -0.221 4.289
C 1.719 -0.685 2.920
N 0.534 -0.639 2.401
O -0.397 -0.035 3.231
C 2.704 -1.248 2.021
C 4.071 -1.704 2.379
N 2.178 -1.417 0.841
O 2.693 -2.039 -0.161
H 1.410 0.571 4.630
H 3.102 0.128 4.307
H 1.981 -1.046 5.001
H -1.232 -0.417 2.932
H 4.103 -2.111 3.392
H 4.801 -0.891 2.325
H 4.387 -2.473 1.677
O -3.284 -2.665 0.390
C -2.331 -1.933 0.469
O -1.044 -2.382 0.676
C -2.399 -0.464 0.385
C -3.626 0.205 0.363
C -3.674 1.566 0.377
C -2.441 2.323 0.433
C -2.421 3.721 0.470
C -1.237 4.429 0.526
C -0.027 3.735 0.539
C -0.023 2.354 0.498
C -1.217 1.634 0.455
N -1.186 0.240 0.404
H -4.518 -0.406 0.352
H -4.620 2.092 0.369
H -3.369 4.249 0.457
H -1.246 5.511 0.554
H 0.912 4.274 0.576
H 0.927 1.832 0.509
N 0.159 -1.193 -6.011
C 0.175 -1.171 -4.653
C -0.535 -0.199 -3.941
C -0.489 -0.212 -2.572
N 0.203 -1.112 -1.854
C 0.855 -2.072 -2.548
C 0.886 -2.127 -3.916
H -0.291 -0.462 -6.528
H 0.727 -1.839 -6.524
H -1.117 0.561 -4.446
H -1.021 0.533 -1.996
H 1.412 -2.779 -1.953
H 1.446 -2.912 -4.407
```


No. 5
Density functional theory data (ωB97M-V with the def2-TZVPD basis set) for a molecular structure, C19H20As2I2NOPt.

- charge = +1
- 2S+1 = 3
- gap between HOMO and LUMO (spin up / spin down) (eV) = 7.3 / 5.5
- E_tot (eV) = -164683.836
- HOMO energy (spin up / spin down) (eV) = -10.378 / -10.390

The geometry in XYZ format:
```
46
C19H20As2I2NOPt ωB97M-V with the def2-TZVPD basis set
Pt 0.314 0.022 0.107
C 0.127 -1.141 3.882
As -0.552 -1.035 2.066
C -2.427 -0.657 2.377
C -0.469 -2.882 1.443
C -1.324 -3.827 1.998
C -1.312 -5.143 1.565
C -0.438 -5.531 0.562
C 0.421 -4.597 0.005
C 0.415 -3.275 0.437
As 1.659 -2.018 -0.382
C 3.390 -2.682 0.225
C 1.737 -2.507 -2.266
H -0.446 -1.880 4.439
H 0.015 -0.167 4.355
H 1.179 -1.419 3.884
H -2.870 -1.400 3.038
H -2.951 -0.642 1.425
H -2.497 0.322 2.849
H -2.020 -3.529 2.774
H -1.992 -5.862 2.003
H -0.427 -6.554 0.212
H 1.099 -4.903 -0.783
H 3.441 -3.745 -0.004
H 3.505 -2.531 1.296
H 4.182 -2.153 -0.300
H 2.140 -3.510 -2.393
H 2.395 -1.796 -2.765
H 0.746 -2.451 -2.715
I -3.384 -3.187 -1.789
C -2.234 -1.760 -2.795
C -2.242 -1.667 -4.187
C -1.487 -0.715 -4.827
I -1.571 -0.628 -6.926
C -0.669 0.171 -4.088
C 0.169 1.155 -4.653
C 0.944 1.946 -3.847
C 0.924 1.738 -2.465
N 0.158 0.823 -1.902
C -0.665 0.062 -2.676
C -1.499 -0.884 -1.989
O -1.566 -0.904 -0.692
H -2.848 -2.352 -4.763
H 0.200 1.279 -5.727
H 1.580 2.715 -4.262
H 1.548 2.326 -1.804
```


No. 6
Density functional theory data (ωB97M-V with the def2-TZVPD basis set) for a molecular structure, C19H20AuGeN4S.

- charge = +2
- relative energy (zero: lowest compared OMol25 entry of this formula, charge and spin) (kJ/mol) = 166.1
- 2S+1 = 2
- gap between HOMO and LUMO (spin up / spin down) (eV) = 7.7 / 5.5
- E_tot (eV) = -97013.714
- HOMO energy (spin up / spin down) (eV) = -14.340 / -14.353

The geometry in XYZ format:
```
46
C19H20AuGeN4S ωB97M-V with the def2-TZVPD basis set
Au 1.932 -0.768 -0.267
N 3.256 -1.937 -0.863
N 4.245 -2.308 0.072
C 4.370 -1.631 1.218
N 5.363 -1.899 2.046
S 3.284 -0.383 1.589
H 2.648 -2.734 -1.049
H 3.685 -1.636 -1.736
H 4.903 -3.037 -0.172
H 6.072 -2.588 1.844
H 5.446 -1.386 2.910
N 0.200 -0.762 -2.876
C 0.796 -0.777 -1.890
C 0.185 -0.330 3.003
Ge -0.155 -0.190 1.103
C -1.530 -1.413 0.508
C -2.782 -1.124 1.064
C -3.877 -1.927 0.780
C -3.727 -3.022 -0.059
C -2.488 -3.314 -0.609
C -1.389 -2.514 -0.327
C -0.535 1.679 0.596
C -0.449 2.661 1.588
C -0.586 4.008 1.283
C -0.806 4.410 -0.035
C -0.920 3.458 -1.050
C -1.160 3.844 -2.388
C -1.342 2.894 -3.400
C -1.298 1.553 -3.088
C -1.067 1.142 -1.762
C -0.818 2.075 -0.733
H -0.754 -0.071 3.496
H 0.976 0.325 3.368
H 0.424 -1.362 3.248
H -2.921 -0.266 1.716
H -4.841 -1.697 1.213
H -4.580 -3.646 -0.288
H -2.372 -4.168 -1.262
H -0.438 -2.754 -0.780
H -0.261 2.384 2.617
H -0.505 4.749 2.067
H -0.914 5.462 -0.271
H -1.188 4.900 -2.628
H -1.523 3.217 -4.416
H -1.439 0.799 -3.849
H -1.123 0.085 -1.532
```


No. 7
Density functional theory data (ωB97M-V with the def2-TZVPD basis set) for a molecular structure, C19H20CaF6NO6PS4Se2.

- charge = -2
- relative energy (zero: lowest compared OMol25 entry of this formula, charge and spin) (kJ/mol) = 3.2
- 2S+1 = 1
- gap between HOMO and LUMO (eV) = 6.3
- E_tot (eV) = -251875.996
- HOMO energy (eV) = -1.920

The geometry in XYZ format:
```
60
C19H20CaF6NO6PS4Se2 ωB97M-V with the def2-TZVPD basis set
Ca -0.596 0.956 -0.114
F 2.963 -2.272 0.676
C 2.857 -0.996 0.286
F 2.066 -0.360 1.146
F 4.065 -0.447 0.322
S 2.168 -0.908 -1.447
O 1.358 0.294 -1.440
O 3.312 -0.983 -2.294
N 1.286 -2.210 -1.587
S -0.236 -2.058 -1.203
O -1.066 -1.511 -2.234
O -0.431 -1.479 0.121
C -0.687 -3.837 -1.069
F -1.959 -3.944 -0.743
F 0.058 -4.446 -0.146
F -0.482 -4.439 -2.244
O -6.128 0.484 2.623
C -5.634 1.236 1.526
C -4.101 1.121 1.315
C -3.824 1.524 -0.150
O -2.820 0.730 -0.807
C -3.410 2.086 2.292
Se -1.455 2.370 2.141
C -3.671 -0.324 1.574
Se -4.575 -1.633 0.395
H -6.048 -0.440 2.331
H -5.903 2.279 1.715
H -6.136 0.902 0.614
H -3.473 2.558 -0.197
H -4.739 1.435 -0.740
H -3.204 -0.187 -0.836
H -3.621 1.756 3.311
H -3.857 3.076 2.174
H -3.881 -0.563 2.615
H -2.592 -0.421 1.460
S 3.553 4.793 -1.766
P 1.881 4.173 -0.905
S 1.954 2.830 0.571
C 0.890 5.631 -0.382
C 0.971 6.819 -1.107
C 0.183 7.906 -0.760
C -0.695 7.815 0.315
C -0.774 6.637 1.041
C 0.019 5.549 0.698
C 0.777 3.424 -2.174
C 1.317 2.880 -3.330
C 0.513 2.174 -4.216
C -0.843 2.027 -3.969
C -1.402 2.605 -2.835
C -0.595 3.295 -1.937
H 1.670 6.880 -1.932
H 0.254 8.827 -1.327
H -1.313 8.664 0.585
H -1.458 6.548 1.878
H -0.049 4.630 1.267
H 2.379 2.996 -3.508
H 0.955 1.719 -5.094
H -1.465 1.457 -4.648
H -2.462 2.506 -2.645
H -1.033 3.732 -1.042
```


No. 8
Density functional theory data (ωB97M-V with the def2-TZVPD basis set) for a molecular structure, C19H20Cl2IrN3O7S.

- charge = +1
- relative energy (zero: lowest compared OMol25 entry of this formula, charge and spin) (kJ/mol) = 414.3
- 2S+1 = 2
- gap between HOMO and LUMO (spin up / spin down) (eV) = 5.4 / 5.2
- E_tot (eV) = -77538.886
- HOMO energy (spin up / spin down) (eV) = -11.194 / -11.240

The geometry in XYZ format:
```
53
C19H20Cl2IrN3O7S ωB97M-V with the def2-TZVPD basis set
Ir 0.175 -1.137 0.125
O 1.022 -2.953 1.723
C 1.162 -3.103 3.133
C 1.544 -1.770 3.771
N 0.525 -0.748 3.717
C -0.817 -1.099 3.942
C -1.535 -1.970 2.760
O -2.120 -2.953 3.137
O -1.424 -1.493 1.611
C 0.907 0.588 3.514
C 0.999 1.079 1.967
O 0.577 2.194 1.760
O 1.547 0.253 1.202
H 0.714 -3.796 1.366
H 1.973 -3.813 3.331
H 0.241 -3.504 3.567
H 2.438 -1.392 3.271
H 1.790 -1.976 4.823
H -1.433 -0.202 4.035
H -0.922 -1.742 4.822
H 1.926 0.767 3.871
H 0.215 1.283 3.993
Cl 1.987 -2.550 -1.001
C 1.413 -2.886 -2.594
C 1.739 -4.070 -3.222
C 1.224 -4.332 -4.487
C 0.428 -3.405 -5.135
C 0.143 -2.192 -4.527
Cl -0.779 -1.001 -5.341
C 0.599 -1.925 -3.217
S 0.119 -0.483 -2.408
H 2.380 -4.783 -2.726
H 1.449 -5.269 -4.967
H 0.017 -3.621 -6.108
O 1.945 5.759 -0.926
C 0.685 5.775 -1.521
N -0.026 4.626 -1.020
C -1.092 4.126 -1.672
O -1.580 4.647 -2.653
C -1.644 2.846 -1.118
C -3.012 2.605 -1.178
C -3.502 1.408 -0.686
C -2.604 0.473 -0.199
N -1.295 0.681 -0.212
C -0.814 1.837 -0.643
H 2.408 6.585 -1.110
H 0.740 5.686 -2.621
H 0.137 6.704 -1.282
H 0.333 4.223 -0.165
H -3.666 3.347 -1.614
H -4.558 1.192 -0.678
H -2.938 -0.468 0.215
H 0.260 1.951 -0.629
```